Entry 1:
C23H19BBrCl60O3P2S | the ωB97M-V functional and the def2-TZVPD basis

HOMO level in eV: -4.00
LUMO energy in eV: 1.103
Electronic energy in eV: -881775.5360
Charge: -1

Last column: Löwdin charge in e.
Atoms and positions in Å:
1 C 5.735 0.940 2.994  0.082
2 C 4.714 1.500 3.288  -0.210
3 C 3.490 2.263 3.495  -0.389
4 P 1.824 1.459 2.865  0.254
5 S 1.511 3.281 1.549  0.248
6 C 2.608 0.537 1.407  -0.365
7 C 3.087 -0.912 1.587  -0.229
8 C 3.724 -1.369 0.231  -0.429
9 C 4.252 -2.809 0.498  -0.089
10 C 2.654 -1.530 -0.859  -0.137
11 B 1.947 -0.062 4.132  -0.776
12 O 1.045 -1.121 4.001  0.047
13 O 2.836 -0.160 5.210  0.085
14 P 0.726 2.561 4.565  0.417
15 O -0.279 1.375 5.167  -0.480
16 Br -0.710 4.050 3.603  0.096
17 H 6.710 0.545 2.914  0.006
18 H 3.378 2.404 4.573  0.045
19 H 3.607 3.247 3.044  0.042
20 H 0.517 0.927 2.452  -0.027
21 H 0.976 2.715 0.446  -0.280
22 H 1.819 0.497 0.646  0.047
23 H 3.405 1.092 0.902  0.074
24 H 3.917 -1.034 2.284  0.089
25 H 2.300 -1.649 1.742  0.104
26 H 4.543 -0.714 -0.069  0.108
27 H 5.006 -2.841 1.282  0.070
28 H 3.377 -3.379 0.823  0.074
29 H 4.569 -3.267 -0.442  0.064
30 H 1.795 -2.045 -0.419  0.086
31 H 3.012 -2.087 -1.725  0.068
32 H 2.288 -0.550 -1.168  -0.006
33 H 0.921 -1.442 4.905  0.091
34 H 3.567 -0.759 5.035  0.094
35 H -0.808 0.985 4.456  -0.045
36 C -3.167 -1.899 5.157  -1.988
37 Cl -2.638 -1.297 6.732  0.528
38 Cl -4.892 -1.559 4.931  0.486
39 Cl -2.268 -1.088 3.879  0.569
40 Cl -2.891 -3.640 5.083  0.506
41 C -3.034 2.389 0.254  -2.007
42 Cl -3.509 1.603 -1.265  0.486
43 Cl -4.420 3.263 0.923  0.497
44 Cl -2.497 1.156 1.396  0.512
45 Cl -1.733 3.533 -0.064  0.480
46 C 3.036 2.213 -2.956  -1.992
47 Cl 2.792 2.267 -4.710  0.488
48 Cl 3.927 3.653 -2.448  0.534
49 Cl 1.461 2.187 -2.163  0.536
50 Cl 3.949 0.768 -2.518  0.609
51 C -5.374 -1.836 9.903  -2.032
52 Cl -6.899 -1.183 10.521  0.521
53 Cl -5.297 -3.571 10.247  0.499
54 Cl -5.275 -1.596 8.159  0.477
55 Cl -4.020 -1.011 10.685  0.532
56 C -3.332 -4.847 0.994  -2.014
57 Cl -4.840 -4.080 1.518  0.482
58 Cl -3.318 -6.533 1.538  0.498
59 Cl -3.242 -4.801 -0.773  0.514
60 Cl -1.945 -4.002 1.678  0.535
61 C -2.540 3.993 -4.429  -2.032
62 Cl -3.756 2.720 -4.276  0.498
63 Cl -3.215 5.520 -3.849  0.518
64 Cl -1.136 3.556 -3.457  0.469
65 Cl -2.059 4.164 -6.126  0.520
66 C 0.901 -6.481 -3.151  -2.059
67 Cl 0.557 -5.634 -4.665  0.517
68 Cl 0.583 -8.210 -3.359  0.509
69 Cl 2.597 -6.248 -2.718  0.520
70 Cl -0.137 -5.844 -1.872  0.503
71 C -7.777 -1.318 1.134  -2.020
72 Cl -6.483 -1.441 2.332  0.471
73 Cl -7.101 -0.769 -0.403  0.536
74 Cl -8.540 -2.901 0.919  0.488
75 Cl -8.991 -0.160 1.694  0.531
76 C -4.644 -6.949 6.819  -2.039
77 Cl -5.978 -8.087 7.061  0.520
78 Cl -5.086 -5.374 7.485  0.494
79 Cl -3.200 -7.552 7.642  0.529
80 Cl -4.315 -6.794 5.087  0.485
81 C 4.477 5.594 -6.444  -2.028
82 Cl 4.208 5.724 -8.189  0.512
83 Cl 5.364 7.015 -5.877  0.530
84 Cl 2.917 5.507 -5.616  0.483
85 Cl 5.419 4.142 -6.105  0.491
86 C 6.446 2.031 -9.520  -2.046
87 Cl 6.853 0.569 -10.425  0.503
88 Cl 4.979 1.756 -8.577  0.516
89 Cl 7.782 2.438 -8.434  0.510
90 Cl 6.181 3.366 -10.650  0.515
91 C -7.322 -7.386 0.816  -2.029
92 Cl -7.599 -5.641 0.756  0.453
93 Cl -8.835 -8.237 0.462  0.521
94 Cl -6.105 -7.832 -0.385  0.518
95 Cl -6.758 -7.836 2.430  0.508
96 C -7.554 6.281 0.676  -2.056
97 Cl -8.016 5.485 -0.834  0.517
98 Cl -8.942 7.169 1.323  0.512
99 Cl -7.035 5.065 1.846  0.506
100 Cl -6.226 7.404 0.368  0.526
101 C 0.286 7.481 -1.885  -2.036
102 Cl -1.269 8.279 -2.169  0.506
103 Cl 1.487 8.694 -1.422  0.525
104 Cl 0.117 6.294 -0.591  0.525
105 Cl 0.816 6.668 -3.364  0.479
106 C 10.747 0.225 -12.362  -2.056
107 Cl 10.075 1.393 -11.223  0.499
108 Cl 10.329 -1.412 -11.839  0.518
109 Cl 10.076 0.517 -13.972  0.518
110 Cl 12.507 0.394 -12.418  0.518

Entry 2:
C23H19BrClN3O2 | the ωB97M-V functional and the def2-TZVPD basis

HOMO level in eV: -8.28
LUMO energy in eV: 0.451
Electronic energy in eV: -115290.1390
SMILES: CN(Cc1ccccc1Br)C(=O)c1cc2c(Cc3cccc(Cl)c3)n[nH]c2cc1O
Energy relative to the best compared isomer or geometry (same formula, charge and spin) in kcal per mole: 0.00

Last column: Löwdin charge in e.
Atoms and positions in Å:
1 C -0.880 -1.162 1.037  -0.008
2 N -0.530 -0.312 2.209  -0.054
3 C 0.346 -0.876 3.243  -0.146
4 C 1.484 -1.634 2.620  -0.251
5 C 1.500 -3.036 2.562  -0.043
6 C 2.531 -3.730 1.916  -0.078
7 C 3.595 -2.994 1.383  -0.095
8 C 3.590 -1.603 1.394  -0.143
9 C 2.546 -0.937 2.005  -0.574
10 Br 2.645 0.986 2.119  0.800
11 C -0.916 1.025 2.306  -0.395
12 O -0.927 1.588 3.405  0.045
13 C -1.349 1.775 1.139  -0.103
14 C -0.679 1.654 -0.067  0.045
15 C -1.078 2.405 -1.146  -0.112
16 C -0.666 2.563 -2.528  -0.226
17 C 0.446 1.771 -3.179  -0.073
18 C 0.252 0.279 -2.955  -0.220
19 C 1.281 -0.544 -2.505  -0.063
20 C 1.103 -1.890 -2.228  -0.071
21 C -0.173 -2.493 -2.404  -0.112
22 C -1.212 -1.721 -2.927  -0.673
23 Cl -2.739 -2.482 -3.180  0.677
24 C -0.998 -0.349 -3.154  -0.042
25 N -1.356 3.561 -3.120  0.103
26 N -2.203 4.045 -2.162  0.028
27 C -2.143 3.305 -0.999  -0.185
28 C -2.860 3.370 0.193  0.071
29 C -2.407 2.650 1.308  -0.232
30 O -3.039 2.822 2.519  0.060
31 H -1.037 -2.183 1.329  0.086
32 H -0.062 -1.215 0.352  0.057
33 H -1.744 -0.764 0.506  0.104
34 H -0.256 -1.499 3.893  0.128
35 H 0.790 -0.074 3.858  0.105
36 H 0.636 -3.590 2.935  0.116
37 H 2.545 -4.845 1.914  0.116
38 H 4.449 -3.540 0.902  0.120
39 H 4.422 -1.033 0.964  0.105
40 H 0.136 0.967 -0.120  0.103
41 H 1.359 2.154 -2.684  0.129
42 H 0.528 1.972 -4.256  0.128
43 H 2.219 -0.034 -2.290  0.113
44 H 1.919 -2.474 -1.830  0.098
45 H -0.333 -3.510 -2.102  0.095
46 H -1.835 0.254 -3.463  0.113
47 H -2.804 4.842 -2.283  0.151
48 H -3.686 4.056 0.384  0.126
49 H -2.409 2.481 3.189  0.077

Entry 3:
C23H19Cl2N4O5S3SeY | the ωB97M-V functional and the def2-TZVPD basis

HOMO level in eV: -2.39
LUMO energy in eV: 4.235
Electronic energy in eV: -164305.3531
Energy relative to the best compared isomer or geometry (same formula, charge and spin) in kcal per mole: 22.81
Charge: -2

Last column: Löwdin charge in e.
Atoms and positions in Å:
1 Y -0.727 0.134 -0.239  1.120
2 O 0.163 0.311 -4.485  0.024
3 C 0.391 0.330 -3.283  -0.610
4 O -0.449 0.576 -2.366  -0.199
5 C 1.877 0.151 -2.829  -0.094
6 C 2.228 1.205 -1.764  -0.264
7 C 3.755 1.344 -1.662  -0.098
8 C 4.119 0.041 -0.929  -0.096
9 C 2.721 -0.577 -0.730  -0.264
10 O 1.889 0.564 -0.537  -0.151
11 C 2.202 -1.150 -2.057  -0.094
12 C 0.982 -2.082 -1.783  -0.596
13 O 0.889 -3.111 -2.436  0.038
14 O 0.225 -1.734 -0.821  -0.242
15 H 2.493 0.238 -3.729  0.143
16 H 1.686 2.145 -1.865  0.137
17 H 4.223 1.421 -2.642  0.107
18 H 4.005 2.225 -1.072  0.110
19 H 4.773 -0.609 -1.513  0.108
20 H 4.592 0.229 0.038  0.098
21 H 2.649 -1.262 0.115  0.132
22 H 2.951 -1.758 -2.571  0.145
23 C -4.940 -3.451 -1.827  -0.452
24 S -5.523 -1.988 -0.930  0.769
25 C -4.016 -1.047 -0.728  -1.152
26 S -2.681 -1.296 -1.721  0.658
27 N -4.208 -0.118 0.153  -0.156
28 N -3.196 0.653 0.593  -0.063
29 C -3.570 1.815 1.013  -0.096
30 C -2.681 2.726 1.699  -0.314
31 C -2.850 4.113 1.585  -0.042
32 C -1.934 4.948 2.192  -0.118
33 C -0.917 4.382 2.947  -0.087
34 C -0.865 2.998 3.049  -0.174
35 N -1.703 2.190 2.433  0.078
36 H -5.733 -3.773 -2.493  0.012
37 H -4.697 -4.231 -1.110  0.022
38 H -4.054 -3.152 -2.386  -0.042
39 H -4.604 2.133 0.845  0.120
40 H -3.652 4.512 0.979  0.106
41 H -1.988 6.021 2.056  0.097
42 H -0.175 4.998 3.434  0.095
43 H -0.104 2.504 3.641  0.079
44 Cl -1.521 -2.185 1.462  0.727
45 C 0.107 -2.639 1.803  -0.669
46 C 0.507 -3.949 1.653  -0.112
47 C 1.823 -4.299 1.917  -0.109
48 C 2.718 -3.339 2.359  -0.146
49 C 2.301 -2.031 2.493  -0.724
50 Cl 3.451 -0.849 3.007  0.640
51 C 0.998 -1.612 2.175  -0.760
52 S 0.530 0.045 2.224  0.564
53 H -0.197 -4.689 1.309  0.103
54 H 2.155 -5.311 1.750  0.088
55 H 3.746 -3.587 2.573  0.089
56 Se 0.493 5.057 -0.471  0.488
57 C -0.115 3.448 -0.323  -0.958
58 N -0.542 2.373 -0.196  -0.018

Max |F| (computed, eV/Å): 2.1 2.1 2.0